No. 1
Molecular formula: C3H7NO2
Method: DFT, wB97M-V/def2-TZVPD

Each line ends with the Löwdin charge.
Positions of all 13 atoms, in Å:
O1 -0.74547 1.34769 1.57010  0.015
C1 -1.09274 1.38048 0.40254  -0.361
N1 -1.02285 0.32017 -0.44404  0.020
C2 -0.34155 -0.91332 -0.05906  -0.165
C3 1.16965 -0.79310 -0.25035  -0.264
O2 1.79112 0.10618 0.63210  -0.054
H1 -1.49816 2.28835 -0.07822  0.134
H2 -1.18283 0.49783 -1.42532  0.133
H3 -0.58065 -1.11502 0.98810  0.127
H4 -0.73250 -1.74023 -0.66383  0.121
H5 1.64164 -1.76784 -0.08530  0.120
H6 1.35381 -0.50549 -1.30010  0.115
H7 1.24051 0.89430 0.71339  0.059

Its SMILES is O=CNCCO. As for the charge: 0.

No. 2
Molecular formula: C4H13N2O2
Method: DFT, wB97M-V/def2-TZVPD

Each line ends with the Löwdin charge.
Positions of all 21 atoms, in Å:
N1 -1.11041 0.52110 2.12980  0.164
C1 -0.08350 0.63103 1.02822  -0.044
C2 -0.58234 -0.27061 -0.20701  -0.503
N2 0.43616 -0.90283 -0.90764  0.072
C3 1.54785 0.06797 -1.46673  -0.230
C4 1.02481 1.22312 -2.11729  -0.108
O1 -1.78412 -0.29127 -0.40246  0.104
H1 -1.81191 1.35711 2.17560  0.219
H2 -0.71557 0.69426 3.11373  0.203
H3 -1.52482 -0.43655 1.98209  0.119
H4 0.02060 1.56817 0.74989  0.065
H5 0.97006 0.46775 1.48003  0.172
H6 0.31674 -1.48402 -1.77878  0.170
H7 2.16131 0.22416 -0.63788  0.091
H8 2.20545 -0.47591 -2.01174  0.089
H9 -0.08946 1.25342 -2.22386  0.100
H10 1.42775 1.35798 -3.22407  0.131
H11 1.43520 2.18670 -1.68629  0.103
H12 -1.66682 -3.19920 1.58544  0.025
H13 -0.76226 -2.17560 0.79983  0.106
O2 -1.41472 -2.31676 1.61912  -0.048

As for the charge: +1.

No. 3
Molecular formula: CH3I2P
Method: DFT, wB97M-V/def2-TZVPD

Each line ends with the Löwdin charge.
Positions of all 7 atoms, in Å:
C1 0.79731 -0.19239 -0.86880  -0.502
P1 0.62296 1.37349 -0.38628  0.375
I1 -1.10651 2.64222 -1.68733  0.164
H1 1.58931 -0.57690 -0.10050  0.020
H2 0.47020 -0.89989 -1.54281  -0.037
I2 -1.47463 -1.35527 3.02997  0.369
H3 -0.89864 -0.99124 1.55575  -0.389

Its SMILES is C=PI.I. As for the charge: 0.

No. 4
Molecular formula: C41H44IrN9S5
Method: DFT, wB97M-V/def2-TZVPD

Each line ends with the Löwdin charge.
Positions of all 100 atoms, in Å:
Ir1 -0.66756 0.62042 -0.63180  0.657
N1 -0.08904 1.87820 0.98410  -0.419
S1 -0.94128 2.28975 2.10748  0.773
N2 -1.12148 1.28656 3.42034  -0.341
S2 -0.06021 0.24812 3.80999  0.870
N3 0.20188 -1.05984 3.06318  -0.363
S3 -0.53962 -1.65170 1.70585  0.799
N4 -0.17911 -1.11327 0.39150  -0.463
C1 -0.07449 -3.35279 1.83418  -0.305
C2 0.52107 -3.90381 2.95848  -0.059
C3 0.81246 -5.26059 2.96319  -0.044
C4 0.49761 -6.04571 1.86400  -0.036
C5 -0.10942 -5.48144 0.74800  -0.041
C6 -0.39922 -4.12812 0.72537  -0.062
C7 -2.26963 -1.63603 2.13493  -0.322
C8 -3.16417 -1.47866 1.08779  -0.076
C9 -4.52521 -1.55073 1.35234  -0.052
C10 -4.97005 -1.77530 2.64660  -0.045
C11 -4.06001 -1.93984 3.68689  -0.040
C12 -2.69935 -1.88298 3.43398  -0.065
C13 -0.41917 -0.10614 5.49752  -0.327
C14 0.25076 -1.17526 6.08737  -0.057
C15 0.00641 -1.45380 7.42099  -0.030
C16 -0.89343 -0.67470 8.13964  -0.021
C17 -1.55246 0.38758 7.53410  -0.029
C18 -1.31665 0.68790 6.20110  -0.048
C19 1.59216 0.98773 3.93945  -0.182
C20 2.73560 0.34114 3.28785  -0.275
C21 4.03393 0.87263 3.68391  0.070
C22 4.16940 2.01023 4.43528  0.014
C23 3.01901 2.63504 4.90988  0.088
C24 1.72460 2.10924 4.68771  -0.010
C25 -2.65253 2.63375 1.79201  -0.329
C26 -3.66321 1.76904 2.17605  -0.055
C27 -4.96386 2.05201 1.77756  -0.038
C28 -5.23516 3.17891 1.01714  -0.034
C29 -4.20908 4.04355 0.64551  -0.047
C30 -2.90721 3.77330 1.03095  -0.087
C31 -0.34429 3.77314 2.88030  -0.352
C32 -1.00634 4.29852 3.98472  -0.070
C33 -0.49430 5.43564 4.58606  -0.040
C34 0.65914 6.03098 4.08108  -0.041
C35 1.29869 5.50065 2.96900  -0.050
C36 0.79386 4.36026 2.35390  -0.072
H1 0.75695 -3.28893 3.81348  0.084
H2 1.28317 -5.70490 3.82947  0.120
H3 0.72094 -7.10392 1.87740  0.123
H4 -0.36262 -6.09890 -0.10294  0.121
H5 -0.87483 -3.67845 -0.13713  0.113
H6 -2.80189 -1.30413 0.08300  0.057
H7 -5.23543 -1.43867 0.54391  0.123
H8 -6.03098 -1.84140 2.84897  0.123
H9 -4.41319 -2.13504 4.69046  0.121
H10 -1.98914 -2.04873 4.23437  0.107
H11 0.94044 -1.78186 5.51587  0.104
H12 0.51298 -2.28037 7.89987  0.125
H13 -1.08413 -0.90047 9.18026  0.128
H14 -2.25668 0.98212 8.09974  0.125
H15 -1.83083 1.50107 5.71016  0.105
H16 2.68687 -0.74982 3.38859  0.172
H17 4.91017 0.37195 3.28752  0.154
H18 5.14479 2.41635 4.66355  0.138
H19 3.11157 3.54068 5.49862  0.145
H20 0.86913 2.59467 5.14194  0.128
H21 -3.44510 0.89817 2.77910  0.092
H22 -5.76770 1.39219 2.07492  0.117
H23 -6.25320 3.39890 0.72480  0.123
H24 -4.43016 4.93663 0.07652  0.121
H25 -2.10450 4.45812 0.77747  0.123
H26 -1.91256 3.83626 4.35739  0.121
H27 -1.00018 5.87009 5.43764  0.123
H28 1.04654 6.92686 4.54806  0.122
H29 2.17837 5.98534 2.56648  0.120
H30 1.25856 3.92835 1.47640  0.105
N5 -1.22446 2.29437 -1.77619  -0.118
N6 -1.88100 1.97370 -2.98950  -0.025
C37 -2.01339 0.69552 -3.38855  -0.778
N7 -2.57829 0.47926 -4.57192  0.136
S4 -1.49113 -0.59280 -2.41686  0.667
H31 -1.84326 2.89408 -1.23149  0.094
H32 -0.37026 2.80742 -1.99867  0.085
H33 -2.08625 2.74041 -3.61362  0.169
H34 -2.92625 1.21844 -5.16105  0.131
H35 -2.70979 -0.46818 -4.88613  0.119
C38 2.69016 0.57171 1.70190  -0.008
H36 3.55545 0.08264 1.26009  0.100
H37 1.77507 0.13754 1.31082  0.012
H38 2.70368 1.63546 1.48328  0.082
S5 1.66153 1.03236 -1.54826  0.639
C39 2.10535 -0.45754 -2.25548  -0.808
N8 1.80607 -1.65618 -1.76422  0.029
C40 2.21892 -2.72730 -2.67299  -0.108
C41 3.18839 -1.98979 -3.61556  -0.101
N9 2.83300 -0.59070 -3.36319  0.043
H39 1.16631 -1.74974 -0.97962  0.064
H40 1.35680 -3.13092 -3.20664  0.122
H41 2.70717 -3.53443 -2.13220  0.123
H42 3.03277 -2.25017 -4.65909  0.127
H43 4.23219 -2.17354 -3.35893  0.127
H44 3.23440 0.19834 -3.83998  0.148

As for the multiplicity: 2. As for the charge: +3.

The following energy above the lowest of the compared OMol25 structures with the same formula, charge and spin values (in kcal per mole) correspond, in order, to the records above: 23.41, 88.64, 48.92, 42.17.